Density functional theory data (wB97M-V/def2-TZVPD) for C24H24N4O5 in the gas phase.

total energy: -1524.22809 a.u.
LUMO: -0.61 eV
HOMO energy: -8.172 eV
ΔE to the lowest compared entry with this formula, charge and spin: 17.64 kJ/mol
total charge: 0

Each line ends with the Mulliken charge.
Positions of all 57 atoms, in Å:
O  -2.6181  1.0682  3.8148  -0.6916
O  2.4112  -2.6912  -1.1102  -0.6649
O  2.1132  -2.4110  -3.9357  -0.3562
O  -2.3944  -2.7669  -1.1392  -0.5544
O  -2.9823  -3.1709  0.9917  -0.3879
N  0.5736  -0.1217  0.4927  0.0689
N  -0.7050  2.2906  3.5229  0.0311
N  0.8620  1.7173  1.8510  -0.3266
N  0.2561  -1.9829  -0.9162  -0.2310
C  -0.0980  -2.1868  -3.7282  0.3573
C  1.6160  0.8745  -1.5066  -0.0935
C  -1.4339  -1.4740  0.6266  0.9551
C  2.9091  0.9210  -2.3163  -0.3948
C  2.5601  3.7988  2.4430  -1.3752
C  -3.9017  -4.1765  0.5628  -0.2811
C  1.2928  3.5993  3.2031  0.8578
C  2.6781  1.5092  -3.7024  -1.3535
C  -1.8827  -0.7133  1.6571  -0.8789
C  -0.1376  -1.2281  0.0255  0.1984
C  1.0938  -2.3092  -3.0565  0.1302
C  0.1091  0.6684  1.4917  0.5388
C  -5.2392  -3.5700  0.1625  -1.1127
C  0.4676  2.4920  2.8323  0.2830
C  1.8381  0.2170  -0.1418  -1.7348
C  -2.2946  -2.5347  0.0375  0.1160
C  -0.3126  4.1698  4.9071  -0.6646
C  1.3608  -2.3206  -1.6084  -0.2994
C  1.5834  -2.3540  -5.1599  -0.5249
C  0.8969  4.4144  4.2236  -0.5239
C  -1.5858  1.2008  3.1922  -0.4727
C  0.2261  -2.2199  -5.0999  -0.7305
C  -1.1120  0.3773  2.1222  1.0751
C  -1.0799  3.1158  4.5381  -0.4927
H  -5.6516  -2.9910  0.9854  0.2927
H  2.2586  -2.4157  -5.9912  0.4963
H  -0.6253  4.8115  5.7133  0.4170
H  3.3026  -0.0923  -2.4152  0.3198
H  2.2919  2.5240  -3.6308  0.3556
H  -2.0193  2.8526  5.0020  0.4673
H  -2.8383  -0.8999  2.1225  0.5946
H  3.0781  4.6916  2.7805  0.3900
H  1.5101  5.2536  4.5145  0.4244
H  1.9589  0.9077  -4.2545  0.2769
H  -1.0657  -2.1165  -3.2751  0.6462
H  3.6524  1.5169  -1.7820  0.4101
H  1.2279  1.8857  -1.3602  0.5371
H  -0.4505  -2.1542  -5.9274  0.4756
H  2.4304  -0.6937  -0.2472  0.3768
H  -3.4636  -4.7193  -0.2812  0.3311
H  2.3602  0.9024  0.5252  0.5830
H  0.8672  0.3098  -2.0668  0.1243
H  2.3447  3.8804  1.3799  0.2946
H  3.6076  1.5338  -4.2656  0.3867
H  -5.1078  -2.9186  -0.6980  0.3043
H  -4.0116  -4.8436  1.4200  0.3359
H  -5.9351  -4.3621  -0.0985  0.3872
H  3.2080  2.9341  2.5732  0.3067

Atomic forces in eV per Å
0.0 0.0 0.0
0.2 0.0 -0.2
0.5 -0.1 0.4
-0.2 -0.1 0.1
0.1 0.1 0.4
0.0 -0.1 0.1
0.4 0.0 -0.2
0.2 -0.1 -0.3
-0.4 0.0 0.3
0.6 -0.1 0.5
0.2 -0.1 0.1
-0.4 0.3 0.5
-0.3 0.1 -0.1
0.0 0.0 0.0
-0.4 -0.3 -0.3
0.0 0.4 0.4
0.1 -0.1 0.2
0.2 -0.3 -0.4
0.1 -0.1 -0.4
-0.9 0.2 -0.2
-0.7 0.3 0.9
0.4 0.0 0.1
-0.1 -0.1 0.0
0.5 0.1 -0.4
0.1 0.1 -0.2
-0.3 -0.3 0.0
0.4 -0.1 0.1
-0.7 0.1 -0.5
0.1 -0.3 -0.4
-0.1 -0.3 -0.2
0.5 0.0 -0.2
0.3 0.2 -0.1
-0.2 0.5 0.6
-0.1 0.0 0.1
0.2 0.0 0.0
-0.1 0.0 0.1
0.1 0.0 0.1
0.0 0.1 0.0
0.0 0.0 0.0
-0.1 -0.1 0.0
0.0 0.1 0.0
0.1 0.1 0.0
-0.1 -0.1 -0.1
-0.2 0.0 0.2
0.1 0.0 0.0
-0.1 0.0 0.0
-0.1 0.0 -0.2
-0.1 0.1 0.1
0.0 0.0 0.2
0.0 -0.2 -0.1
0.0 0.0 0.0
0.1 0.0 -0.1
0.1 0.0 -0.1
0.0 0.0 -0.1
0.1 0.1 -0.1
-0.1 -0.1 0.0
0.1 0.0 -0.1